C42H45BrIrN8O2S as an isolated structure. Source: the Open Molecules 2025 dataset; level of theory: ωB97M-V/def2-TZVPD.

Computed properties:
- spin multiplicity = 6
- <S²> = 8.83
- total charge = +2
- gap between HOMO and LUMO (alpha / beta) (eV) = 4.82 / 3.46
- E_tot (eV) = -143996.4368

Each line ends with the Mulliken charge.
Atoms and positions in Å:
Ir -0.33645 -0.33462 -0.09536  2.49
Br 5.24193 -4.18521 3.07010  -0.09
C 4.08043 -3.10538 2.04512  -0.08
C 4.62693 -2.13433 1.19099  -0.82
C 3.78549 -1.37395 0.42405  -0.44
C 2.37489 -1.50894 0.49065  0.16
O 1.65665 -0.75096 -0.26001  -1.22
C 1.81675 -2.47118 1.42302  0.39
C 0.43123 -2.64198 1.63827  -0.43
N -0.56127 -2.04101 0.97575  0.33
C -1.87394 -2.39162 1.16308  1.09
C -2.31696 -3.55820 1.79915  -0.69
C -3.67444 -3.80948 1.95177  -0.99
C -4.62586 -2.92672 1.48998  -0.94
C -4.22988 -1.76361 0.80467  1.08
C -5.14708 -0.83520 0.26989  -1.25
C -4.67688 0.25184 -0.42649  -1.24
C -3.30648 0.41352 -0.60502  0.09
N -2.40909 -0.42098 -0.07951  0.66
C -2.84739 -1.50277 0.62170  -0.15
C 2.71231 -3.26690 2.15526  -0.97
H 5.69527 -1.99585 1.13537  0.48
H 4.19365 -0.62965 -0.24590  0.42
H 0.16351 -3.30804 2.45011  0.35
H -1.60566 -4.28823 2.15114  0.53
H -3.98789 -4.71880 2.44128  0.43
H -5.67867 -3.11243 1.64063  0.48
H -6.20724 -1.00495 0.38917  0.49
H -5.35824 0.97075 -0.85538  0.55
H -2.93289 1.23213 -1.20349  0.14
H 2.31416 -4.03191 2.80565  0.57
C -2.65424 1.28277 2.91313  -1.02
N -1.34311 1.16147 3.51549  0.37
C -1.33146 1.40133 4.94937  -1.31
C -0.21795 1.01435 2.78102  -0.10
N -0.14533 1.35474 1.48362  0.29
C -0.70309 2.50929 0.98445  -0.63
C -1.01735 3.60619 1.80300  -0.64
C -1.72974 4.67911 1.31349  -0.66
C -2.17880 4.66749 -0.00004  -1.19
C -1.78199 3.65207 -0.85095  -0.35
C -0.96225 2.62061 -0.40330  -0.08
N -0.36203 1.63893 -1.29657  0.97
C -0.78952 1.59258 -2.71125  -1.83
N -0.80530 2.77759 -3.42401  0.62
C 0.12308 3.87777 -3.24918  -0.98
C -1.51915 2.80309 -4.68484  -1.16
N -0.60249 0.44837 -3.46064  0.56
C -1.11811 -0.83727 -3.07089  -1.22
C 0.42932 0.40478 -4.48721  -1.33
N 0.85506 0.42834 3.34052  0.43
C 2.19412 0.74229 2.87514  -0.96
C 0.78751 -0.55764 4.40109  -1.13
H -3.01444 2.31475 2.91564  0.37
H -3.35809 0.67319 3.48198  0.44
H -2.63123 0.92736 1.88930  0.36
H -1.93213 2.29075 5.15473  0.40
H -0.31972 1.57729 5.30318  0.42
H -1.77229 0.57172 5.50668  0.39
H -0.71221 3.59019 2.83934  0.58
H -1.97461 5.50807 1.96088  0.45
H -2.81023 5.46135 -0.36906  0.50
H -2.11758 3.66587 -1.87390  0.66
H 0.47017 3.95123 -2.22307  0.32
H -0.38171 4.80756 -3.51186  0.40
H 0.99276 3.76505 -3.90859  0.33
H -2.18738 1.94942 -4.75698  0.34
H -0.83798 2.79123 -5.54095  0.40
H -2.10816 3.72168 -4.73735  0.36
H -2.18354 -0.78406 -2.85102  0.32
H -0.58956 -1.25605 -2.18384  0.52
H -0.96673 -1.54117 -3.88661  0.43
H 0.89433 1.38137 -4.60056  0.37
H -0.00317 0.10422 -5.44422  0.29
H 1.20856 -0.31086 -4.20472  0.47
H 2.68573 1.40112 3.59553  0.39
H 2.14986 1.23355 1.90850  0.17
H 2.78546 -0.16855 2.79041  0.32
H 1.24219 -0.19314 5.32465  0.34
H 1.34922 -1.44088 4.08875  0.35
H -0.23953 -0.85633 4.58764  0.38
C 4.59068 -0.60756 -7.46800  -0.83
C 5.77108 -0.61769 -6.56827  0.66
O 6.44373 -1.51310 -6.20615  -0.41
S 6.21244 1.15222 -5.99403  -0.05
C 5.17964 1.28861 -4.59907  0.66
C 4.64165 0.17008 -3.93829  -1.18
C 3.71688 0.34909 -2.94435  0.05
C 3.30663 1.64960 -2.56814  0.02
C 3.95158 2.76511 -3.14393  -0.89
C 4.86465 2.58540 -4.14944  -0.74
C 2.14741 1.77077 -1.79885  -0.08
C 1.01388 1.70084 -1.35635  0.14
H 4.32827 -1.62564 -7.75269  0.32
H 4.83526 -0.03363 -8.36361  0.35
H 3.74552 -0.11816 -6.98406  0.22
H 4.94416 -0.82790 -4.21875  0.47
H 3.26288 -0.50027 -2.45482  1.11
H 3.68657 3.76434 -2.83135  0.61
H 5.32099 3.43630 -4.63471  0.46

Cartesian forces, eV/Å:
-0.6472 -0.7272 -0.3456
-0.3521 0.2911 -0.2864
0.1748 -0.1182 0.2255
0.2610 0.1278 -0.1489
-0.0218 -0.1789 -0.0595
0.3559 -0.2558 0.2719
-0.0558 0.5403 -0.0163
-0.1884 0.1410 -0.0174
0.3203 -0.5734 0.5244
0.0096 1.1277 -0.4925
-0.2837 -0.4695 0.1515
0.5053 0.4443 -0.2087
-0.5881 0.2171 -0.0597
0.1331 -0.3016 0.2162
0.2484 0.1815 -0.1328
0.3027 0.1568 -0.1365
-0.3639 -0.2999 0.1050
0.4212 -0.1590 0.0795
0.0277 0.6019 -0.0099
-0.3559 -0.3649 0.2085
-0.1701 -0.0008 -0.0421
0.0580 -0.0392 0.0171
-0.0392 0.0638 -0.0166
-0.0569 -0.0910 -0.1040
0.0494 -0.0286 0.0125
-0.0143 -0.0684 0.0576
-0.0638 -0.0605 -0.0243
-0.0777 0.0186 0.0534
0.0163 0.0459 -0.0624
0.1006 0.0082 0.0755
-0.0018 -0.0297 0.0836
-0.2115 -0.0377 -0.1339
0.1676 -0.0695 0.0276
-0.0073 0.0903 0.1916
-0.2364 0.0246 -0.2951
0.4552 -0.5007 -0.0747
-0.1780 0.1633 0.0218
-0.0102 -0.0077 -0.2133
-0.1045 -0.0160 -0.0828
-0.0254 0.0030 0.0678
0.0436 -0.0027 -0.0829
-0.3026 0.6665 0.8558
0.9362 -0.6019 -0.0198
-1.0620 -0.4069 -0.6913
0.2900 -0.0955 0.2284
0.0195 -0.0166 0.0044
-0.1763 0.0581 -0.0427
0.3005 0.2282 0.3643
-0.0541 -0.1540 0.2371
0.0690 -0.0286 0.0459
-0.0945 0.0357 -0.1162
0.2245 0.1386 0.0394
0.0469 -0.1674 0.1578
0.0699 0.0028 0.0393
0.0167 -0.0341 0.0096
0.0076 0.0195 0.0125
0.0580 0.0121 -0.0128
-0.0221 0.0100 0.0028
0.0403 -0.0069 -0.0369
0.0195 -0.0242 0.0586
0.0056 0.0469 0.0625
-0.0199 0.0304 -0.0506
0.0694 0.0515 -0.0644
-0.0193 0.0677 -0.0083
0.0080 0.0332 0.0342
0.0766 0.0329 -0.0187
0.0018 0.0176 0.0173
0.0195 -0.0232 -0.0199
-0.0032 -0.0084 -0.0566
0.0064 -0.0147 0.0505
-0.1240 -0.0508 -0.2443
-0.0471 -0.0156 -0.0552
-0.0242 0.0526 -0.0046
0.0803 -0.0194 -0.0196
0.0619 -0.0375 -0.0838
0.0539 -0.0172 -0.0051
-0.0086 -0.0117 0.0034
-0.0297 -0.0407 -0.0016
-0.0867 0.0499 0.0273
-0.0139 0.0242 -0.0305
0.0113 0.0117 -0.0039
-0.1744 -0.2175 -0.2779
0.1544 0.0863 0.1979
-0.0191 -0.0877 -0.0101
-0.4485 0.2813 0.6975
0.7186 -0.2639 -1.0220
-0.4419 -0.3021 0.4065
0.2850 -0.3688 -0.4657
-0.4703 -0.0243 0.1562
0.4997 0.2818 -0.2706
-0.1826 0.4416 0.4088
0.0332 -0.1234 0.2195
0.0897 0.5142 -0.2177
0.0547 0.0150 0.0440
-0.0058 0.0510 0.0051
0.0244 0.0489 0.0349
0.0095 -0.0516 0.0217
-0.0575 -0.0328 0.0320
-0.0625 0.0243 0.0413
-0.0088 0.0668 -0.0107

***

A 6-piece molecular cluster, C42H45ClIO25PSSi overall. Source: the Open Molecules 2025 dataset; level of theory: ωB97M-V/def2-TZVPD.

Computed properties:
- structure (SMILES) = C[Si](C)(C)OCC[C@@H]1CC[C@@](CCCI)(P(O)Cl)OS1(=O)=O.O=C1C=C(O)C(=O)C=C1O.O=C1C=C(O)C(=O)C=C1O.O=C1C=C(O)C(=O)C=C1O.O=C1C=C(O)C(=O)C=C1O.O=C1C=C(O)C(=O)C=C1O
- gap between HOMO and LUMO (eV) = 6.85
- E_tot (eV) = -144087.8472

Each line ends with the Mulliken charge.
Atoms and positions in Å:
C 9.23325 -0.05127 -1.90923  -1.01
Si 7.31774 0.12698 -2.30623  0.67
C 6.68071 1.78691 -1.49624  -0.72
C 7.19387 0.25171 -4.22750  -0.89
O 6.55413 -1.29146 -1.60406  -0.55
C 5.19828 -1.51711 -2.12841  -0.12
C 3.98801 -1.30689 -1.04015  -0.56
C 2.88886 -0.16379 -1.45862  0.29
C 1.94369 0.30532 -0.18837  -0.26
C 0.34271 0.11351 -0.48315  -1.18
C -0.20879 0.83752 -1.84547  0.91
C -1.70047 0.21174 -2.15189  0.05
C -1.93568 -0.24951 -3.71552  -0.76
C -2.08163 0.98862 -4.78094  -0.70
I -0.72298 0.47485 -6.47569  -0.01
P -0.20526 2.73442 -1.51873  0.42
O 0.97026 3.39396 -2.67615  -0.56
Cl -2.04018 3.65302 -2.06500  -0.28
O 0.60688 0.61897 -3.04867  -0.17
S 1.73693 -0.64120 -2.85611  1.28
O 2.57362 -0.67835 -4.19441  -0.70
O 1.11124 -2.06193 -2.72696  -0.69
H 9.53459 -1.20473 -1.91571  0.26
H 9.54791 0.50464 -0.92821  0.27
H 9.79814 0.43342 -2.82555  0.27
H 7.34972 2.66729 -1.93942  0.35
H 5.54286 1.93210 -1.73617  0.15
H 6.87181 1.77930 -0.32063  0.13
H 7.98964 0.94786 -4.72936  0.34
H 7.14492 -0.83605 -4.71698  0.28
H 6.13035 0.73572 -4.47145  0.23
H 4.92410 -0.89613 -3.08156  0.21
H 5.15546 -2.66233 -2.46001  0.20
H 3.48641 -2.34973 -0.75688  0.32
H 4.49738 -0.93532 -0.02904  0.20
H 3.45285 0.82619 -1.81520  -0.08
H 2.11023 1.44216 0.07029  0.15
H 2.25316 -0.37494 0.74229  0.34
H -0.22307 0.52244 0.48548  0.27
H 0.14058 -1.06198 -0.46962  0.12
H -2.59324 0.88510 -1.75031  0.32
H -1.76713 -0.79129 -1.50800  -0.34
H -2.96744 -0.84895 -3.75062  0.35
H -1.12234 -1.04028 -4.08401  0.32
H -1.57601 1.93084 -4.27794  0.25
H -3.17017 1.18359 -5.16980  0.43
H 1.72341 3.84080 -2.18673  0.32
O -2.96924 -0.06328 0.62307  -0.62
C -3.13802 -1.10908 1.24017  1.22
C -2.34821 -2.31946 0.96487  -0.73
C -2.56857 -3.44697 1.64369  0.23
O -1.82812 -4.58738 1.39195  -0.57
C -3.61810 -3.52310 2.69670  0.71
O -3.80987 -4.57872 3.29089  -0.64
C -4.39151 -2.30642 2.98894  -0.92
C -4.16894 -1.17781 2.31261  -0.02
O -4.89012 -0.02949 2.58351  -0.61
H -1.59009 -2.25070 0.19528  0.49
H -2.17700 -5.26655 2.00961  0.34
H -5.13922 -2.37104 3.76937  0.82
H -4.54534 0.64785 1.96172  0.34
O -6.03570 -2.61435 5.55297  -0.49
C -6.83594 -2.86762 6.44655  0.79
C -8.27854 -3.00584 6.19274  -0.80
C -9.12511 -3.26551 7.19100  0.40
O -10.48176 -3.39936 6.95911  -0.56
C -8.64494 -3.42088 8.59151  0.85
O -9.44937 -3.64097 9.49074  -0.61
C -7.19990 -3.30670 8.84192  -0.77
C -6.35274 -3.05046 7.84323  0.19
O -4.99288 -2.94434 8.07048  -0.58
H -8.61416 -2.88826 5.17036  0.44
H -10.87971 -3.58330 7.83792  0.35
H -6.86258 -3.43964 9.86214  0.41
H -4.59575 -2.75444 7.19269  0.33
O 6.11020 1.95001 6.36324  -0.60
C 5.39048 1.90888 5.37161  0.84
C 5.90699 1.55313 4.04072  -0.80
C 5.09976 1.53397 2.97834  0.02
O 5.57800 1.19788 1.72514  -0.45
C 3.65523 1.87314 3.09849  1.07
O 2.94215 1.86469 2.10069  -0.39
C 3.13341 2.20537 4.43311  -1.16
C 3.93977 2.22122 5.49624  0.34
O 3.45597 2.52998 6.75431  -0.58
H 6.95946 1.31097 3.96735  0.48
H 4.80276 1.25832 1.12526  0.22
H 2.07749 2.43252 4.50899  0.66
H 4.23241 2.47541 7.35301  0.35
O 0.58031 3.55713 3.77387  -0.64
C 0.19276 4.71270 3.90605  0.93
C 0.73440 5.81936 3.10198  -0.88
C 0.30247 7.06896 3.28249  0.38
O 0.80524 8.11334 2.52838  -0.57
C -0.73530 7.38896 4.30071  0.82
O -1.09893 8.54987 4.45632  -0.61
C -1.29443 6.27929 5.08803  -0.86
C -0.86511 5.02909 4.90527  0.34
O -1.38782 3.98053 5.63972  -0.59
H 1.48988 5.57287 2.36697  0.49
H 0.33595 8.91493 2.84732  0.35
H -2.06114 6.52375 5.81240  0.43
H -0.91422 3.17996 5.32497  0.34
O -1.35950 -4.44277 -12.16474  -0.61
C -1.98488 -4.00404 -11.20587  0.84
C -3.44754 -4.12350 -11.10125  -0.90
C -4.09985 -3.62007 -10.05164  0.42
O -5.47412 -3.73120 -9.94562  -0.56
C -3.37669 -2.91969 -8.95499  0.89
O -4.00565 -2.45124 -8.01206  -0.63
C -1.91188 -2.82128 -9.04745  -0.81
C -1.25902 -3.32770 -10.09532  0.38
O 0.11796 -3.24134 -10.18791  -0.56
H -3.96085 -4.63305 -11.90661  0.41
H -5.70722 -3.28835 -9.10061  0.35
H -1.39707 -2.32518 -8.23433  0.42
H 0.35035 -3.67884 -11.03577  0.35

Cartesian forces, eV/Å:
0.5222 -0.3559 -0.5212
1.2823 -0.2459 0.7385
0.3017 0.4268 0.5433
-1.8057 -0.2317 -1.1323
-1.2409 1.9322 -1.6495
-1.1623 -1.6228 -0.6559
0.4040 -0.1300 0.6746
0.2531 1.5167 1.5303
-0.3613 -0.1075 0.0973
0.5548 -0.5709 1.3729
-1.9827 -1.1655 -0.2016
-0.5935 -1.2454 0.2256
-0.9919 -0.7182 -0.1802
0.7590 0.0709 1.4036
-0.9057 0.4938 0.6340
2.0047 1.5561 0.1070
-0.9663 -0.8324 1.8843
0.9792 -0.8557 -0.3729
1.8552 -2.0913 1.9531
1.7649 -4.7968 -6.4606
-2.8007 1.3462 5.1551
1.2605 5.3182 1.0707
-0.5605 2.5541 0.2886
-0.4663 -1.2877 -1.8187
-0.9995 -0.8560 1.9044
-1.6806 -1.7532 0.8263
2.1270 0.0737 0.4989
-0.5643 -0.0132 -2.5481
-1.3733 -1.5290 1.0510
0.3897 2.4407 0.9158
2.1894 -0.9810 0.3288
0.6937 -0.9756 1.6859
0.1097 2.5288 0.6411
0.8295 2.3970 -0.8352
-1.1419 -0.5508 -2.1195
-1.2632 -2.3721 0.2538
-0.0804 -2.4827 -0.5578
-0.8289 1.6815 -1.9773
1.0333 -0.6183 -2.3892
0.2742 2.6513 -0.5543
2.1215 -1.2741 -0.9803
0.1128 2.2507 -1.5165
2.1905 1.2744 0.2612
-1.6967 1.9702 1.0682
-1.3341 -1.7724 -1.4062
2.3597 -0.3791 0.7844
-1.6042 -0.7647 -0.5306
-0.2877 -0.4155 0.6617
0.5127 0.2241 -0.6022
-0.1012 0.4503 -0.0630
1.3467 -1.3743 -0.7451
-1.4056 1.1958 0.8907
-0.7016 -0.3314 0.8192
0.4093 0.6151 -0.5999
0.0475 -0.3328 0.0223
-1.0970 1.0797 0.6572
1.3215 -1.0258 -0.9222
-0.0652 -0.0801 0.0446
0.1220 0.2652 -0.2530
0.1127 0.0017 -0.1621
-0.1633 -0.2850 0.2525
-0.3485 -0.1713 0.9681
-0.2234 0.1090 -0.9302
0.4571 0.0849 -0.1541
-1.7920 -0.0977 -0.8532
1.7518 0.0597 1.0841
-0.0506 -0.1964 1.1682
0.3863 0.1674 -0.9105
-0.3417 -0.0476 0.1013
1.7134 0.0392 0.8198
-1.6713 0.0226 -1.0857
0.0185 -0.0004 0.0583
0.1529 0.0791 -0.3470
-0.0271 0.0148 -0.0683
-0.1486 -0.0912 0.3715
-0.7508 0.0321 -0.5628
1.0007 -0.1290 0.3744
0.0443 0.0509 0.2982
1.1227 -0.4833 -1.3144
-1.3358 0.4963 1.2917
-0.9906 0.2359 -0.0028
0.8499 -0.0024 0.5686
-0.0623 -0.1712 -0.3041
-1.0267 0.4331 1.3457
1.3434 -0.4913 -1.3374
-0.0540 0.0153 0.0077
0.3289 0.0136 0.2293
0.2408 -0.0798 -0.0386
-0.3088 0.0302 -0.2352
-0.6590 0.7149 0.2205
0.6010 -0.2711 -0.6124
-0.0057 -0.4904 0.1277
1.0193 1.1103 -1.3163
-1.1524 -0.9523 1.4322
-0.7643 0.6686 0.6368
0.4838 -0.8199 -0.3573
0.0253 0.3369 -0.0863
-1.0070 -1.0019 1.2112
1.1778 0.8486 -1.3462
-0.0419 0.0024 0.0377
0.1889 -0.3080 -0.1258
0.0574 -0.0105 -0.0453
-0.2130 0.3352 0.1519
-0.1787 0.3769 0.7721
-0.1519 -0.4971 -0.8760
0.3091 -0.0547 -0.1751
-1.7907 -0.4248 -0.3667
1.7800 0.5302 0.5476
0.2549 0.5735 0.9697
0.1335 -0.4683 -0.8026
-0.3208 0.0517 0.1865
1.7673 0.3662 0.3511
-1.8179 -0.4965 -0.5921
0.0331 0.0344 0.0399
0.1198 -0.1655 -0.3436
-0.0445 0.0096 -0.0223
-0.1004 0.1890 0.3487